# 1
Density functional theory data (ωB97M-V/def2-TZVPD) for the molecule C4H6O2.

## Properties
SMILES = C=COC(C)=O
HOMO-LUMO gap = 10.65 eV

Atoms and positions in Å:
1 C 0.23606 0.51960 2.13806
2 C -0.37946 1.08748 1.10943
3 O -0.51646 0.62380 -0.18713
4 C 0.27018 -0.35776 -0.70236
5 C -0.21295 -0.72608 -2.07977
6 O 1.20028 -0.86437 -0.13199
7 H 0.77582 -0.41350 2.06871
8 H 0.19523 1.03109 3.09411
9 H -0.91177 2.02947 1.19261
10 H -0.39090 0.16706 -2.68323
11 H -1.16276 -1.26353 -1.99212
12 H 0.52498 -1.37192 -2.55604

Mulliken atomic charge list, values in e, 5 entries:
1. C -0.635
2. C -0.015
3. O -0.299
4. C 0.761
5. C -1.004

# 2
Density functional theory data (ωB97M-V/def2-TZVPD) for the molecule C4H6O2 in a non-equilibrium geometry.

## Properties
SMILES = O=CC[C@H]1CO1
HOMO-LUMO gap = 10.66 eV

Atoms and positions in Å:
1 O 1.03131 0.26894 2.50709
2 C 0.31805 -0.19782 1.57808
3 C 0.05794 0.64179 0.28231
4 C -0.77315 0.05579 -0.73643
5 C -0.26958 0.18801 -2.09674
6 O -0.28513 -1.09006 -1.32759
7 H -0.30525 -1.22818 1.74047
8 H -0.48393 1.61075 0.42019
9 H 1.09383 0.97905 -0.13280
10 H -1.89487 0.11449 -0.55075
11 H -1.06961 0.23917 -2.87747
12 H 0.69080 0.72699 -2.19894

Mulliken atomic charge list, values in e, 5 entries:
1. O -0.489
2. C 0.004
3. C -0.461
4. C 0.128
5. C -0.478

# 3
Density functional theory data (ωB97M-V/def2-TZVPD) for the molecule C4H6O2.

## Properties
SMILES = O=C1CCCO1
HOMO-LUMO gap = 11.14 eV

Atoms and positions in Å:
1 O -2.26585 -0.64133 1.20278
2 C -1.27707 -0.39009 0.57045
3 C -0.03876 0.33992 1.05648
4 C 0.95226 0.29102 -0.10577
5 C 0.12023 -0.29034 -1.27086
6 O -1.12681 -0.73734 -0.72863
7 H -0.33552 1.35497 1.33502
8 H 0.31790 -0.15622 1.96194
9 H 1.34771 1.27971 -0.35632
10 H 1.80539 -0.35364 0.12503
11 H 0.59836 -1.15119 -1.74724
12 H -0.09784 0.45454 -2.04287

Mulliken atomic charge list, values in e, 5 entries:
1. O -0.563
2. C 0.477
3. C -0.305
4. C -0.419
5. C -0.355

# 4
Density functional theory data (ωB97M-V/def2-TZVPD) for the molecule C4H6O2.

## Properties
SMILES = O=COC1CC1
HOMO-LUMO gap = 11.81 eV

Atoms and positions in Å:
1 O 2.04327 0.35524 1.27206
2 C 1.98649 0.17765 0.08562
3 O 1.07135 -0.57696 -0.55626
4 C -0.15235 -0.67488 0.15758
5 C -1.37766 -0.39023 -0.64409
6 C -0.84184 0.63520 0.32487
7 H 2.65549 0.65864 -0.63851
8 H -0.17861 -1.41676 0.95220
9 H -1.25007 -0.19484 -1.70456
10 H -2.29014 -0.92502 -0.39733
11 H -0.32145 1.48612 -0.10766
12 H -1.34448 0.86585 1.25608

Mulliken atomic charge list, values in e, 5 entries:
1. O -0.461
2. C 0.131
3. O -0.318
4. C 0.076
5. C -0.550

# 5
Density functional theory data (ωB97M-V/def2-TZVPD) for C4H6O2 as an isolated structure in a non-equilibrium geometry.

## Properties
HOMO-LUMO gap = 9.52 eV

Atoms and positions in Å:
1 O -0.74107 1.09649 -1.52711
2 C -0.24024 1.17022 -0.25500
3 C -0.37265 0.15493 0.80214
4 C -0.32258 -1.23762 0.16609
5 O 0.96499 -0.98200 -0.43490
6 C 1.01227 0.25516 0.24904
7 H -0.59665 0.18089 -1.82042
8 H 0.41968 2.00279 -0.04877
9 H -0.74845 0.35976 1.79312
10 H -0.24286 -2.03597 0.90734
11 H -1.08366 -1.50088 -0.57935
12 H 1.96023 0.53176 0.74585

Mulliken atomic charge list, values in e, 5 entries:
1. O -0.500
2. C -0.213
3. C -0.218
4. C -0.526
5. O -0.416

# 6
Density functional theory data (ωB97M-V/def2-TZVPD) for the molecule C4H6O2 in a non-equilibrium geometry.

## Properties
SMILES = O=C1CCCO1
HOMO-LUMO gap = 11.21 eV

Atoms and positions in Å:
1 O -2.26938 0.64348 0.96068
2 C -1.15653 0.37077 0.62001
3 C -0.34818 0.90956 -0.57797
4 C 0.95062 0.13749 -0.34828
5 C 0.39343 -1.17442 0.30442
6 O -0.40757 -0.54732 1.31328
7 H -0.79713 0.65750 -1.54572
8 H -0.31728 2.01077 -0.53655
9 H 1.64828 0.02135 -1.17589
10 H 1.47828 0.68874 0.45210
11 H 1.16070 -1.84290 0.70276
12 H -0.33525 -1.87501 -0.16883

Mulliken atomic charge list, values in e, 5 entries:
1. O -0.539
2. C 0.485
3. C -0.404
4. C -0.428
5. C -0.409

no.,LUMO energy (eV),DFT total energy (eV),HOMO level (eV)
1,0.96,-8339.640,-9.690
2,0.68,-8337.476,-9.979
3,0.84,-8340.426,-10.300
4,1.09,-8339.024,-10.716
5,0.92,-8336.604,-8.607
6,0.91,-8339.808,-10.300